1.
16
Properties=species:S:1:pos:R:3 method="wB97M-V/def2-TZVPD" smiles="CC/C=N/[C@@H](N)Cl" homo_energy_ev=-9.5 multiplicity=1 homo_lumo_gap_ev=10.42 e_tot_ev=-19794.3412 largest_force_ev_per_a=4.9 relative_energy_ev=1.5869
Cl -2.02277 -2.29977 -0.71762
N -0.89425 -0.00599 0.40217
N -2.47753 0.33386 -1.49954
C -2.01826 -0.57295 -0.11365
C 1.33774 0.44033 1.14472
C 0.24452 -0.46954 0.63902
C 2.35669 0.63167 0.06145
H 2.40517 1.64106 0.02732
H 3.23093 0.09241 0.34241
H -2.52996 -0.22265 -2.31149
H 1.89829 0.26365 -0.91150
H 0.87063 1.41899 1.54085
H -2.96324 -0.69816 0.57208
H 0.54690 -1.65295 0.39297
H -1.70608 1.04259 -1.65968
H 1.72123 0.05746 2.09048

---

2.
17
Properties=species:S:1:pos:R:3 method="wB97M-V/def2-TZVPD" smiles="N[C@@H]1[C@H](N)[NH+]=C[C@@H]1Cl" charge=+1 homo_energy_ev=-13.7 multiplicity=1 homo_lumo_gap_ev=8.77 e_tot_ev=-21278.7356 largest_force_ev_per_a=2.9 relative_energy_ev=0.0784
Cl 1.32825 1.93226 1.81405
N 0.12916 -1.49731 -1.48850
N 0.67431 -1.08879 1.18481
N 0.03521 0.81059 -1.33415
C 0.19628 1.73367 -0.44925
C -0.05669 1.26077 0.91317
C -0.41657 -0.24101 0.74063
C -0.59568 -0.48141 -0.82649
H -1.27490 -0.49734 1.42039
H -1.66394 -0.64138 -1.13681
H -1.00876 1.54310 1.40104
H 1.11861 -1.65619 -1.31127
H 0.33563 -2.02485 1.47036
H 0.46472 2.88360 -0.61157
H 0.06698 0.87045 -2.33132
H -0.53104 -2.22689 -1.44145
H 1.19843 -0.67927 1.98635

---

3.
15
Properties=species:S:1:pos:R:3 method="wB97M-V/def2-TZVPD" homo_energy_ev="-6.9 / -10.0" s_squared=2.01 multiplicity=3 homo_lumo_gap_ev="7.72 / 8.95" e_tot_ev=-27647.0296 largest_force_ev_per_a=3.4 relative_energy_ev=0.0000
Cl -2.47712 1.71037 -0.71957
S -2.80860 -1.08530 0.28929
C 0.95354 -0.48121 -0.27922
C 1.18957 0.68320 -1.10531
C -1.77672 0.32201 0.20483
C 1.24612 -0.52249 1.19424
H -2.74961 -1.37952 -0.93997
H 1.53554 1.61505 -0.53977
H 0.69282 -1.44029 -0.60274
H -1.58990 0.63389 1.20877
H 0.33066 1.01303 -1.67709
H 1.39401 -1.61541 1.55829
H 0.26740 -0.37409 1.61663
H 1.95134 0.63117 -1.77567
H 1.84093 0.28960 1.56727